[1]
{"formula": "C24H24Cl2N2O5", "method": "ωB97M-V/def2-TZVPD", "largest_force_ev_per_a": 2.0, "total_charge": 0, "gap_ha": 0.3276, "smiles": "CNC(=O)[C@H](Cc1ccc(O)cc1)NC(C)=O.Oc1cc(Cl)ccc1Oc1ccc(Cl)cc1", "elements": ["C", "N", "C", "O", "C", "C", "C", "C", "C", "C", "O", "C", "C", "N", "C", "C", "O", "H", "H", "H", "H", "H", "H", "H", "H", "H", "H", "H", "H", "H", "H", "H", "H", "O", "C", "C", "C", "Cl", "C", "C", "C", "O", "C", "C", "C", "C", "Cl", "C", "C", "H", "H", "H", "H", "H", "H", "H", "H"], "positions_angstrom": [[-4.74508, 4.08290, -0.96764], [-4.44103, 3.04045, 0.01025], [-3.22484, 2.52447, 0.22126], [-2.25208, 2.88474, -0.43480], [-3.02485, 1.49851, 1.35861], [-3.29872, 0.05450, 0.90206], [-2.33809, -0.47231, -0.14813], [-0.98524, -0.67279, 0.18831], [-0.08756, -1.18675, -0.76430], [-0.54775, -1.52453, -2.05352], [0.31140, -2.05222, -2.96523], [-1.90152, -1.31996, -2.39598], [-2.79288, -0.78778, -1.44380], [-3.73849, 1.76746, 2.62418], [-5.05638, 1.82912, 2.82633], [-5.49902, 2.14877, 4.23472], [-5.89229, 1.64250, 1.95283], [-4.31571, 3.81920, -1.93592], [-4.31124, 5.02921, -0.64095], [-5.82470, 4.19809, -1.07105], [-5.20089, 2.66736, 0.56979], [-1.96248, 1.55032, 1.59632], [-3.23070, -0.60663, 1.76723], [-4.31928, -0.01151, 0.52246], [-0.63172, -0.42641, 1.17930], [0.95333, -1.31210, -0.51325], [-0.07237, -2.03128, -3.84645], [-2.25776, -1.57069, -3.38301], [-3.82982, -0.62624, -1.70549], [-3.16015, 1.94836, 3.42792], [-5.08353, 1.41294, 4.92056], [-5.15671, 3.14578, 4.50591], [-6.58700, 2.11317, 4.28083], [2.87030, -2.64589, -2.42450], [3.15306, -3.04278, -1.14427], [2.20765, -3.77570, -0.41619], [2.48147, -4.19370, 0.88984], [1.30407, -5.12258, 1.78414], [3.71029, -3.86910, 1.47201], [4.66122, -3.13762, 0.74990], [4.38975, -2.71604, -0.55811], [5.35175, -2.03493, -1.26561], [5.41642, -0.66164, -1.16281], [6.38241, -0.01788, -1.94663], [6.54526, 1.37294, -1.90331], [5.73719, 2.14802, -1.06784], [5.94607, 3.88040, -0.99690], [4.76095, 1.52238, -0.28720], [4.59917, 0.13038, -0.33219], [1.90617, -2.50124, -2.54978], [1.25569, -4.03417, -0.86688], [3.92847, -4.19400, 2.48467], [5.62310, -2.89467, 1.19139], [7.01198, -0.61993, -2.59382], [7.30086, 1.85472, -2.51580], [4.12734, 2.12457, 0.35618], [3.83456, -0.32822, 0.28437]]}

***

[2]
{"formula": "C24H24CuN2O4S2Si", "method": "ωB97M-V/def2-TZVPD", "s_squared": 0.75, "multiplicity": 2, "largest_force_ev_per_a": 0.4, "total_charge": -2, "gap_ha": [0.2327, 0.2393], "elements": ["Cu", "N", "C", "C", "O", "N", "C", "C", "O", "O", "H", "H", "H", "H", "H", "H", "C", "C", "C", "C", "C", "C", "Si", "C", "C", "C", "C", "C", "C", "C", "C", "C", "C", "C", "C", "H", "H", "H", "H", "H", "H", "H", "H", "H", "H", "H", "H", "H", "H", "H", "C", "O", "C", "S", "S", "H", "H", "H"], "positions_angstrom": [[-0.20516, 0.21282, -0.18446], [1.30171, -1.06619, -1.06647], [2.51825, -0.82257, -0.26376], [2.59363, 0.65398, 0.13470], [3.69385, 1.22703, 0.20453], [1.39064, 1.13969, 0.38557], [1.18585, 2.51722, 0.73364], [-0.25636, 2.93543, 0.42313], [-0.59974, 4.09790, 0.61471], [-1.03511, 2.00170, -0.02862], [1.42802, -0.73700, -2.01669], [1.03916, -2.04458, -1.09319], [2.42862, -1.42489, 0.64253], [3.43823, -1.10554, -0.77987], [1.34073, 2.69961, 1.80510], [1.87009, 3.19265, 0.20983], [-0.95799, -5.33597, -2.43964], [-0.45012, -4.88038, -1.22919], [-0.80021, -3.62366, -0.75298], [-1.66867, -2.78358, -1.46759], [-2.16681, -3.26809, -2.68182], [-1.81897, -4.52563, -3.16613], [-2.07379, -1.04086, -0.79907], [-3.42608, -1.23232, 0.50062], [-3.74089, -0.12492, 1.29595], [-4.73249, -0.19367, 2.26500], [-5.42429, -1.38148, 2.46987], [-5.11747, -2.49503, 1.70131], [-4.12838, -2.41656, 0.72686], [-2.98068, -0.23665, -2.27214], [-4.37007, -0.11195, -2.34783], [-4.99423, 0.47982, -3.44178], [-4.23669, 0.96365, -4.49761], [-2.85187, 0.85788, -4.44655], [-2.24276, 0.27335, -3.34571], [-0.68205, -6.31539, -2.81550], [0.22593, -5.49127, -0.64244], [-0.39516, -3.30340, 0.20188], [-2.83864, -2.65045, -3.26846], [-2.22143, -4.86965, -4.11320], [-3.19090, 0.80129, 1.15554], [-4.95266, 0.67606, 2.87317], [-6.18685, -1.44324, 3.23848], [-5.63901, -3.43101, 1.86832], [-3.88910, -3.29865, 0.14251], [-4.98046, -0.48461, -1.53267], [-6.07510, 0.56526, -3.46549], [-4.71904, 1.43192, -5.34834], [-2.24742, 1.24675, -5.25809], [-1.15874, 0.22124, -3.31352], [0.76212, -2.33582, 5.25899], [1.36526, -3.07333, 4.20518], [0.82738, -3.08988, 2.95250], [1.79715, -3.92293, 1.83601], [-0.65176, -2.34085, 2.62752], [1.58079, -1.90180, 5.83589], [0.19093, -3.01844, 5.89475], [0.09911, -1.56182, 4.88175]]}

***

[3]
{"formula": "C24H24F3KN4Sb", "method": "ωB97M-V/def2-TZVPD", "largest_force_ev_per_a": 0.2, "total_charge": 1, "gap_ha": 0.2948, "elements": ["K", "F", "C", "C", "C", "C", "C", "C", "Sb", "C", "C", "C", "C", "F", "C", "C", "C", "C", "C", "C", "F", "C", "C", "H", "H", "H", "H", "H", "H", "H", "H", "H", "H", "H", "H", "C", "N", "C", "N", "C", "N", "C", "N", "C", "C", "H", "H", "H", "H", "H", "H", "H", "H", "H", "H", "H", "H"], "positions_angstrom": [[-0.62188, -1.11116, -0.44440], [-2.73293, 7.83047, 1.09778], [-2.17169, 6.62092, 0.98476], [-0.84049, 6.47022, 1.33025], [-0.26101, 5.21832, 1.21166], [-1.00853, 4.13645, 0.75483], [-2.34708, 4.31839, 0.41354], [-2.93966, 5.56837, 0.52761], [-0.17181, 2.20387, 0.56972], [0.64347, 1.99502, 2.52572], [-0.17986, 1.38415, 3.47093], [0.22306, 1.24266, 4.78979], [1.47321, 1.71530, 5.14711], [1.87816, 1.57491, 6.41440], [2.31315, 2.32997, 4.23912], [1.88886, 2.47117, 2.92530], [1.50900, 2.65912, -0.66111], [2.83253, 2.39143, -0.33298], [3.85798, 2.69251, -1.22266], [3.53692, 3.26097, -2.43775], [4.51946, 3.55550, -3.29820], [2.22816, 3.53555, -2.79954], [1.21879, 3.22740, -1.90295], [-0.28043, 7.32553, 1.68336], [0.78131, 5.08709, 1.47735], [-2.94154, 3.48594, 0.05678], [-3.97696, 5.73290, 0.26939], [-1.16354, 1.02392, 3.18777], [-0.41320, 0.78233, 5.53306], [3.27733, 2.69846, 4.56248], [2.53520, 2.97820, 2.22282], [3.08543, 1.93365, 0.61295], [4.89268, 2.49425, -0.97744], [2.01642, 3.98648, -3.75935], [0.19356, 3.45581, -2.17466], [0.18599, -4.71672, -0.63218], [-0.86129, -3.84540, -1.22132], [-0.78699, -4.00241, -2.69548], [-0.95554, -5.38124, -3.11384], [0.09163, -6.19123, -2.48281], [0.03114, -6.10606, -1.02008], [-1.29047, -6.56804, -0.58411], [-2.36524, -5.76568, -1.17753], [-2.17538, -4.38142, -0.78722], [-2.25795, -5.85752, -2.63734], [0.13387, -4.64227, 0.45715], [1.16541, -4.36099, -0.96207], [0.18608, -3.64174, -3.03886], [-1.56961, -3.39251, -3.15480], [1.06854, -5.84334, -2.82292], [-0.03130, -7.23094, -2.78498], [-1.35291, -6.50348, 0.50358], [-1.41927, -7.60937, -0.87813], [-2.24405, -4.30616, 0.30138], [-2.96823, -3.77408, -1.23238], [-3.04840, -5.25933, -3.09402], [-2.39009, -6.89611, -2.93945]]}

***

[4]
{"formula": "C24H24F5N5O2Pd", "method": "ωB97M-V/def2-TZVPD", "largest_force_ev_per_a": 5.2, "total_charge": 2, "gap_ha": 0.1015, "relative_energy_ev": 2.9031, "elements": ["Pd", "O", "C", "N", "C", "C", "C", "C", "C", "C", "N", "C", "C", "C", "C", "C", "N", "H", "H", "H", "H", "H", "H", "H", "H", "H", "H", "C", "C", "N", "C", "C", "C", "O", "C", "C", "C", "C", "N", "C", "H", "H", "H", "H", "H", "H", "H", "H", "H", "H", "H", "H", "H", "H", "F", "C", "F", "C", "F", "F", "F"], "positions_angstrom": [[0.13177, -0.17374, -0.13613], [-0.06654, -4.02296, 0.87660], [0.28126, -2.89552, 0.65201], [-0.58488, -1.91072, 0.16055], [-1.95930, -2.17440, -0.17409], [-2.56694, -0.90463, -0.72758], [-3.88835, -0.84011, -1.13265], [-4.37026, 0.34158, -1.67448], [-3.51528, 1.43077, -1.80074], [-2.21219, 1.30857, -1.36944], [-1.74561, 0.16747, -0.83856], [1.66994, -2.35475, 0.84744], [2.68887, -3.15241, 1.31700], [3.95440, -2.58971, 1.46088], [4.13907, -1.25671, 1.13067], [3.06274, -0.51369, 0.66633], [1.85512, -1.05389, 0.52443], [-2.50542, -2.54856, 0.70054], [-2.00168, -2.98206, -0.91660], [-4.52696, -1.70667, -1.02919], [-5.39984, 0.41005, -1.99863], [-3.84970, 2.36700, -2.22341], [-1.51578, 2.13149, -1.43682], [2.48017, -4.18579, 1.55748], [4.77902, -3.18663, 1.82568], [5.10376, -0.77950, 1.22891], [3.16804, 0.53173, 0.41136], [0.74947, 3.45966, -4.65570], [1.90766, 2.47349, -4.62381], [3.14933, 3.05243, -4.11640], [4.19682, 3.35853, -5.10410], [5.09131, 2.15712, -5.36794], [3.39166, 3.38177, -2.83671], [4.39684, 3.95209, -2.44633], [2.35810, 3.10594, -1.75869], [2.15632, 4.12256, -0.82512], [1.30121, 3.91872, 0.24288], [0.70561, 2.68048, 0.39109], [0.93374, 1.68222, -0.47499], [1.72807, 1.89627, -1.54175], [-0.13429, 2.98638, -5.08408], [1.00296, 4.32349, -5.26965], [0.49774, 3.82331, -3.65601], [2.12344, 2.14039, -5.63819], [1.64106, 1.56889, -4.07899], [4.78001, 4.19382, -4.72837], [3.69428, 3.67801, -6.01784], [5.59819, 1.85497, -4.45131], [5.84926, 2.41040, -6.10774], [4.51681, 1.31118, -5.75003], [2.68906, 5.05576, -0.95044], [1.11144, 4.69619, 0.96901], [0.05016, 2.46978, 1.22439], [1.88121, 1.04832, -2.19493], [0.46074, 0.41537, 2.95012], [-0.66958, 0.21491, 3.60932], [-1.61139, -0.28558, 2.83445], [-1.10742, 1.37411, 4.52497], [-0.11888, 1.69783, 5.33512], [-2.18498, 1.03509, 5.19804], [-1.38712, 2.41949, 3.72670]]}